# 1
This record from the OMol25 dataset describes a structure of composition C5H10O2. The level of theory is ωB97M-V/def2-TZVPD.

Values from the calculation:
E   -346.87940 Ha
LUMO energy   0.96 eV
ΔE to the lowest compared entry with this formula, charge and spin   91.6 kcal/mol

Structure (XYZ):
```
17
Properties=species:S:1:pos:R:3:forces:R:3
C 1.3752 2.0257 0.3089 0.232 0.157 0.100
O 0.3878 1.1990 -0.2473 0.035 -0.015 -0.027
C -0.1753 -1.6298 -0.9951 -0.100 -0.084 -0.022
C 0.2968 -1.8657 0.4126 0.297 0.175 0.192
O -0.7023 -2.9321 0.5246 -0.066 -0.078 0.041
C -1.0464 -2.6153 -0.7747 -0.124 -0.023 -0.263
C -0.9169 1.5711 0.1229 -0.266 0.038 0.059
H 1.3820 1.9479 1.4075 0.009 0.025 -0.135
H 2.3381 1.6836 -0.0794 -0.122 0.091 0.081
H 1.2356 3.0840 0.0412 -0.007 -0.141 -0.020
H 0.0851 -0.9418 -1.7819 -0.073 -0.122 0.094
H 0.0978 -1.0771 1.1414 0.025 -0.099 -0.092
H 1.3020 -2.2760 0.5399 -0.110 0.054 -0.002
H -1.8414 -3.1504 -1.2813 0.102 0.069 0.041
H -1.2877 2.4098 -0.4851 0.090 -0.095 0.075
H -1.5583 0.6999 -0.0354 0.035 0.146 -0.015
H -0.9722 1.8671 1.1812 0.044 -0.100 -0.107
```
Positions in Å, forces in eV/Å.

# 2
This record from the OMol25 dataset describes the molecule C5H10O2. The level of theory is ωB97M-V/def2-TZVPD.

Values from the calculation:
E   -346.97667 Ha
LUMO energy   1.00 eV
ΔE to the lowest compared entry with this formula, charge and spin   30.6 kcal/mol

Structure (XYZ):
```
17
Properties=species:S:1:pos:R:3:forces:R:3
C 2.0259 -0.1190 -0.5362 0.029 -0.038 0.041
C 0.7518 0.2448 0.2008 0.138 -0.160 0.050
O 0.0478 1.1582 -0.6257 0.007 0.014 -0.069
C -1.2763 1.2634 -0.1286 -0.265 0.058 0.045
C -1.5717 -0.0575 0.6127 -0.062 -0.064 0.022
C -0.2702 -0.8716 0.4944 0.073 0.229 0.257
O -0.3518 -1.8604 -0.5131 0.034 0.004 -0.216
H 2.5976 0.7936 -0.7292 -0.056 -0.156 0.069
H 1.8056 -0.5637 -1.5136 0.051 0.043 0.142
H 2.6430 -0.8144 0.0378 -0.079 0.062 -0.041
H 1.0011 0.7229 1.1651 -0.033 -0.037 -0.126
H -1.9326 1.4412 -0.9852 0.060 -0.037 0.142
H -1.3550 2.1266 0.5497 0.026 -0.140 -0.095
H -1.8187 0.1330 1.6618 0.041 -0.057 -0.141
H -2.3876 -0.6285 0.1666 0.059 0.090 0.046
H -0.0530 -1.4092 1.4230 0.081 0.197 -0.040
H 0.1441 -1.5594 -1.2803 -0.104 -0.008 -0.085
```
Positions in Å, forces in eV/Å.

# 3
This record from the OMol25 dataset describes the molecule C5H10O2. The level of theory is ωB97M-V/def2-TZVPD.

Values from the calculation:
E   -346.95364 Ha
LUMO energy   1.07 eV
ΔE to the lowest compared entry with this formula, charge and spin   45.1 kcal/mol

Structure (XYZ):
```
17
Properties=species:S:1:pos:R:3:forces:R:3
C 2.3504 -0.9030 -0.1413 -0.005 0.047 -0.014
C 1.0570 -1.0226 0.6584 0.102 -0.159 0.014
O 0.3208 0.2003 0.5524 0.137 0.501 0.255
C -1.0760 0.2406 0.2849 -0.132 0.025 -0.043
C -1.6790 1.5352 0.8438 0.045 -0.056 -0.009
C -1.1020 0.2454 -1.2340 -0.017 -0.399 -0.428
O -1.1285 -0.7455 -1.9226 -0.116 0.440 0.311
H 2.7366 0.1120 -0.0266 0.053 -0.088 0.012
H 3.1085 -1.6024 0.2315 -0.197 0.091 -0.036
H 2.2097 -1.0975 -1.2093 -0.116 0.077 0.171
H 0.4986 -1.9088 0.3416 -0.266 0.257 -0.100
H 1.2988 -1.1585 1.7185 -0.062 0.027 -0.037
H -1.6031 -0.6336 0.6798 0.157 -0.070 -0.043
H -2.7745 1.4754 0.9226 0.317 -0.173 -0.052
H -1.2728 1.7414 1.8374 -0.049 -0.057 -0.126
H -1.4628 2.3951 0.1943 0.145 -0.224 0.176
H -0.9759 1.2640 -1.6725 0.004 -0.239 -0.051
```
Positions in Å, forces in eV/Å.

# 4
This record from the OMol25 dataset describes the molecule C5H10O2. The level of theory is ωB97M-V/def2-TZVPD.

Values from the calculation:
E   -346.96520 Ha
LUMO energy   1.03 eV
ΔE to the lowest compared entry with this formula, charge and spin   37.8 kcal/mol

Structure (XYZ):
```
17
Properties=species:S:1:pos:R:3:forces:R:3
C -1.8278 -1.0966 1.4733 -0.021 -0.024 0.003
C -0.6533 -0.1673 1.2479 -0.156 0.082 0.212
O 0.0022 -0.5562 0.0516 0.015 -0.055 -0.048
C 0.8666 0.4381 -0.4523 0.157 0.099 -0.024
C 1.8334 -0.2245 -1.4208 0.026 -0.003 -0.055
C 0.0334 1.4796 -1.1883 0.081 0.357 0.036
O 0.1748 2.6731 -1.0863 -0.047 -0.504 -0.061
H -1.4948 -2.1385 1.4732 -0.026 0.132 0.021
H -2.3066 -0.8832 2.4342 0.067 -0.019 -0.132
H -2.5689 -0.9735 0.6781 0.089 -0.026 0.105
H -0.9975 0.8761 1.1738 0.022 -0.138 0.006
H 0.0575 -0.2165 2.0878 -0.083 0.007 -0.129
H 1.4103 0.9439 0.3592 -0.054 -0.073 -0.092
H 2.5325 0.5098 -1.8330 -0.107 -0.102 0.051
H 2.3975 -1.0051 -0.9034 -0.074 0.123 -0.039
H 1.2814 -0.6945 -2.2412 0.064 0.073 0.079
H -0.7407 1.0355 -1.8540 0.048 0.074 0.068
```
Positions in Å, forces in eV/Å.

Question: The lowest ΔE to the lowest compared entry with this formula, charge and spin belongs to which entry?
Answer: number 2

Question: The lowest E belongs to which entry?
Answer: number 2